Entry from OMol25: a structure of composition C28H22Cl6InN5OPSe2Te2 at a distorted geometry (wB97M-V/def2-TZVPD).

The geometry in XYZ format:
```
68
Properties=species:S:1:pos:R:3:forces:R:3:nbo_charge:R:1
In 13.438981 10.345675 9.326084 -0.4 -1.1 -0.5 1.511
Cl 6.273710 9.623268 7.363080 0.2 -0.2 0.0 -0.059
C 8.013195 9.461946 7.602050 -0.9 -0.5 -0.1 -0.083
C 8.695432 8.323649 7.206507 -0.2 -0.1 -0.4 -0.218
C 10.054951 8.286949 7.342827 -0.1 0.8 0.9 -0.287
C 10.799176 9.353598 7.921818 0.2 0.6 -0.4 0.451
O 12.110804 9.262375 7.947790 0.0 0.0 0.5 -0.879
C 10.076980 10.505918 8.367841 -0.7 -1.0 0.0 -0.171
C 10.687731 11.813178 8.900583 -1.6 -0.8 0.4 -0.147
N 11.861716 11.773228 9.662649 0.8 -0.7 0.2 -0.803
C 12.011870 12.518215 10.777183 -0.1 0.8 0.0 0.218
C 11.086522 13.419572 11.293311 0.0 0.7 1.2 -0.321
C 11.457981 14.302167 12.375190 0.2 -0.6 0.3 -0.147
C 12.699490 14.249181 13.016466 -1.8 0.9 -0.7 -0.295
C 13.664178 13.426707 12.445043 0.1 -0.6 -0.2 -0.087
C 15.000781 13.537206 12.811232 0.3 -1.5 -1.4 -0.112
C 15.957573 12.786719 12.156185 -1.2 0.1 0.1 -0.261
C 15.543650 11.902366 11.171445 -1.5 -0.1 -0.6 0.068
N 14.260300 11.791043 10.802457 1.9 0.2 0.9 -0.539
C 13.337134 12.537560 11.400697 -1.0 0.3 -0.5 0.212
C 8.662162 10.484022 8.212350 1.8 0.9 0.2 -0.208
H 8.222111 7.457908 6.757149 -0.3 0.2 0.1 0.216
H 10.522180 7.371878 7.081141 0.8 -0.5 -0.3 0.202
H 9.877690 12.274792 9.519050 0.5 -0.1 -1.0 0.204
H 10.072424 13.449087 10.860673 0.8 0.4 0.4 0.213
H 10.745308 15.057062 12.725825 0.1 -0.4 -0.2 0.205
H 13.000338 14.914373 13.834140 -0.4 -0.2 -0.4 0.204
H 15.204083 14.264015 13.524068 0.8 1.1 1.3 0.204
H 16.984288 12.851591 12.352947 1.3 0.2 0.4 0.217
H 16.201096 11.307516 10.575976 0.6 -0.3 0.0 0.214
H 8.119320 11.365284 8.494809 -0.3 0.3 0.2 0.216
Se 10.874387 12.706127 7.118367 -0.1 0.3 0.1 0.053
Te 12.020291 14.745933 7.885358 0.2 0.0 -0.2 0.016
Te 14.615896 13.775363 7.811601 0.6 0.3 0.1 0.022
Se 14.798653 11.335905 7.313877 -0.3 -0.1 0.3 -0.514
Cl 10.774611 9.041384 10.992048 0.0 0.1 0.1 0.066
C 12.226674 8.413720 11.667167 0.5 -0.6 0.7 0.017
C 13.464678 8.757469 11.132192 -0.2 -0.1 -0.3 -0.415
C 14.541094 8.074831 11.729574 -0.2 0.4 -0.6 -0.096
Cl 16.105484 8.323780 11.050693 0.6 0.4 -0.3 0.021
C 14.439157 7.141442 12.744302 1.1 -0.6 -0.3 -0.043
Cl 15.896459 6.260546 13.295975 -1.1 0.6 -0.3 -0.004
C 13.181750 6.796559 13.220908 1.0 0.4 0.3 -0.121
Cl 13.108624 5.645333 14.461024 -0.6 -0.5 0.6 0.061
C 12.108291 7.486119 12.735470 -1.7 0.4 -0.7 -0.100
Cl 10.503770 7.139149 13.354728 0.6 -0.1 0.0 0.016
C 15.239590 4.582026 7.887429 0.2 -0.8 0.1 -0.072
N 16.271819 5.305824 7.138319 -0.5 0.9 -0.9 -0.457
C 15.859369 5.353662 5.737370 -1.7 -1.6 -1.1 -0.083
N 14.462557 5.847968 5.449986 0.9 0.7 1.3 -0.460
C 13.526222 5.094256 6.283153 1.0 -0.7 0.6 -0.072
N 13.884562 5.041709 7.732882 -0.7 1.0 -0.7 -0.460
C 13.686917 6.389654 8.315536 0.4 -0.7 -0.5 -0.529
P 14.791944 7.688934 7.594476 -0.3 0.2 -0.7 0.804
C 16.350956 6.688442 7.594191 -0.4 -0.4 1.6 -0.537
C 14.374989 7.305636 5.822437 0.0 0.2 -1.9 -0.553
H 15.457834 4.541610 8.971792 0.2 0.2 -0.5 0.200
H 15.273571 3.561433 7.500303 0.0 -0.2 0.1 0.187
H 15.841408 4.312724 5.350031 0.2 0.3 0.3 0.183
H 16.491942 5.903985 5.049429 0.6 0.3 0.5 0.200
H 13.504901 4.055120 5.934619 0.0 0.1 -0.1 0.185
H 12.548116 5.523778 6.182123 -0.6 0.2 0.0 0.196
H 13.878469 6.364606 9.365708 0.3 -0.2 1.0 0.215
H 12.644297 6.634937 8.234277 -0.5 0.5 -0.3 0.239
H 16.679744 6.638021 8.627770 0.2 0.2 0.3 0.217
H 17.101945 7.202211 7.052872 0.8 0.6 -0.7 0.216
H 14.972060 7.897585 5.032779 -0.5 -0.8 1.5 0.224
H 13.336576 7.605487 5.609270 0.2 0.1 0.3 0.234
```
Positions in Å, forces in eV/Å.

Maximum force in hartree/bohr: 0.050
Relative energy (zero: lowest compared OMol25 entry of this formula, charge and spin) in kJ/mol: 78.4
Total charge: -1
E in eV: -273771.225
HOMO energy in eV: -4.465